The following is a quantum chemistry calculation of a cluster of 2 separate species, C18H18N2 in total, from the Open Molecules 2025 dataset.

Kohn-Sham gap (alpha / beta) = 6.52 / 3.29 eV
Relative energy (zero: lowest compared OMol25 entry of this formula, charge and spin) = 31.5 kcal per mole
HOMO level (alpha / beta) = -10.076 / -10.076 eV

Structure (ORCA input):
```
! wB97M-V def2-TZVPD RIJCOSX def2/J DEFGRID3
* xyz 1 2
C 3.776 3.751 -0.477
C 1.824 2.223 -0.909
C 2.664 2.921 0.000
C 0.881 2.076 1.090
C 2.157 2.663 1.299
C 0.215 1.574 2.206
C 2.613 3.027 2.589
C 0.742 1.808 3.467
C 1.891 2.622 3.665
N 0.790 1.691 -0.232
H 1.862 2.066 -1.972
H 0.139 1.051 -0.644
H 3.441 4.444 -1.253
H 4.551 3.211 -1.032
H -0.707 1.028 2.085
H 3.510 3.632 2.608
H 0.465 1.163 4.292
H 2.240 2.655 4.688
H 4.242 4.309 0.331
C -2.357 -2.754 1.599
C -2.193 -2.156 -2.039
C -1.669 -2.643 -0.842
C -2.579 -2.281 0.219
C -3.594 -1.588 -0.375
C -1.612 -2.397 -3.296
C -0.324 -2.897 -3.284
C -0.351 -3.086 -0.909
C 0.353 -3.218 -2.091
N -3.397 -1.544 -1.766
H -4.082 -1.185 -2.416
H -2.164 -2.184 -4.200
H -4.512 -1.288 0.103
H 0.134 -3.189 -4.223
H 0.154 -3.400 0.003
H -1.976 -3.765 1.710
H -3.281 -2.895 2.193
H 1.279 -3.754 -1.939
H -2.006 -1.850 2.089
*
```